{
  "formula": "C29H46CeP2S",
  "method": "ωB97M-V/def2-TZVPD",
  "species": ["Ce", "C", "C", "C", "C", "C", "C", "H", "H", "H", "C", "H", "H", "H", "C", "H", "H", "H", "C", "H", "H", "H", "C", "H", "H", "H", "C", "C", "C", "C", "C", "C", "C", "C", "H", "H", "H", "H", "H", "H", "H", "H", "H", "H", "H", "H", "P", "C", "C", "P", "C", "C", "C", "H", "H", "H", "H", "H", "H", "H", "H", "H", "H", "H", "H", "H", "H", "S", "C", "C", "C", "C", "C", "C", "H", "H", "H", "H", "H"],
  "positions_angstrom": [[1.003, -1.593, 1.270], [0.856, 1.247, -1.150], [0.219, 0.291, -1.990], [-1.236, 0.826, -0.306], [-0.058, 1.574, -0.112], [-1.064, 0.010, -1.463], [2.195, 1.833, -1.349], [2.469, 1.847, -2.407], [2.962, 1.252, -0.818], [2.226, 2.866, -0.971], [0.145, 2.581, 0.943], [0.967, 3.268, 0.702], [0.383, 2.129, 1.922], [-0.764, 3.188, 1.092], [-2.454, 0.891, 0.516], [-2.558, 1.878, 0.977], [-2.454, 0.152, 1.328], [-3.357, 0.709, -0.083], [-2.083, -0.877, -2.040], [-3.093, -0.545, -1.741], [-1.959, -1.915, -1.688], [-2.031, -0.883, -3.134], [0.759, -0.264, -3.250], [0.018, -0.189, -4.065], [1.020, -1.335, -3.174], [1.671, 0.258, -3.580], [3.226, -2.457, 1.374], [4.148, -2.988, 0.237], [3.773, -3.998, -0.863], [2.302, -4.126, -1.200], [1.440, -2.864, -0.830], [0.356, -3.329, 0.084], [0.861, -4.011, 1.356], [2.169, -3.492, 2.028], [4.137, -4.980, -0.527], [1.881, -4.998, -0.677], [4.359, -3.825, -1.802], [2.742, -4.407, 2.164], [3.887, -2.387, 2.259], [5.063, -3.403, 0.681], [1.978, -3.135, 3.080], [0.052, -4.051, 2.113], [-0.359, -4.001, -0.552], [0.964, -5.061, 1.053], [2.181, -4.325, -2.268], [0.953, -2.512, -1.755], [4.748, -1.271, -0.200], [6.460, -1.194, 0.460], [4.564, -1.030, -1.961], [-2.196, -4.339, -1.071], [3.263, -0.925, 0.894], [-1.557, -5.424, -2.383], [-2.407, -5.636, 0.191], [6.487, -0.656, 1.430], [7.142, -0.665, -0.224], [6.847, -2.241, 0.562], [3.586, -1.373, -2.306], [5.334, -1.589, -2.509], [4.656, 0.046, -2.196], [-1.453, -5.952, 0.630], [-2.910, -6.454, -0.330], [-3.075, -5.218, 0.958], [3.363, -0.136, 1.675], [2.079, -1.964, -0.593], [-2.336, -5.290, -3.145], [-1.497, -6.448, -2.010], [-0.588, -5.073, -2.763], [-1.289, -1.552, 3.343], [-0.916, -0.291, 4.449], [-1.440, 1.005, 4.222], [-1.082, 2.057, 5.068], [-0.192, 1.843, 6.139], [0.322, 0.561, 6.369], [-0.009, -0.491, 5.517], [-2.072, 1.165, 3.344], [-1.502, 3.046, 4.885], [0.111, 2.683, 6.786], [1.002, 0.397, 7.210], [0.456, -1.469, 5.616]],
  "mulliken_charge": [-0.456, 0.408, 0.734, 0.624, 0.322, 1.128, -1.479, 0.384, -0.061, 0.483, -1.387, 0.357, 0.161, 0.379, -1.343, 0.333, 0.077, 0.471, -1.346, 0.456, -0.178, 0.340, -1.298, 0.461, 0.103, 0.263, -0.742, -0.187, -1.094, -1.011, 1.802, 1.808, -1.433, -1.128, 0.514, 0.334, 0.210, 0.576, 0.556, 1.114, 0.460, 0.764, -1.138, 0.740, 0.465, 0.152, 0.841, -1.258, -1.093, 0.409, -0.793, -0.997, -1.154, 0.396, 0.421, 0.424, 0.174, 0.514, 0.448, 0.324, 0.491, 0.383, 0.634, -1.592, 0.437, 0.354, 0.253, -0.344, 0.282, -0.234, -0.630, -0.412, -0.587, -0.395, 0.388, 0.414, 0.386, 0.385, 0.434],
  "total_charge": 2,
  "e_homo_ev": [-11.45, -11.45],
  "de_lowest_kj_mol": 393.7,
  "energy_ha": -2687.69702,
  "orbital_gap_ev": [3.3, 3.3],
  "e_lumo_ev": [-8.18, -8.19],
  "largest_force_ev_per_a": 8.75
}